# 1
{"formula": "C5H9NO", "method": "ωB97M-V/def2-TZVPD", "elements": ["O", "N", "C", "C", "C", "C", "C", "H", "H", "H", "H", "H", "H", "H", "H", "H"], "positions_angstrom": [[-0.4101, -1.3440, 1.3926], [-2.3567, -0.4044, 0.3766], [0.4577, 1.6046, -0.0591], [-0.0388, -0.5272, -1.1768], [0.2506, 0.2113, 0.0434], [-1.1252, -0.5882, 0.5122], [0.8405, -0.6476, 1.1478], [1.6264, -1.3527, 0.8594], [-0.1763, 2.1619, -0.7461], [-0.8185, -0.1549, -1.8320], [1.1379, -0.0707, 2.0278], [1.2173, 0.4585, -1.9381], [1.3980, 1.1552, -1.4630], [0.7867, 2.1581, 0.8204], [0.2075, -1.5821, -1.2623], [-2.8915, -0.8937, 1.0924]], "forces_ev_per_angstrom": [[-0.11, -0.10, 0.04], [0.54, -0.13, 0.05], [-0.05, -0.04, 0.03], [0.34, 0.11, -0.42], [0.10, 0.10, -0.23], [-0.79, 0.26, 0.34], [0.29, 0.04, 0.03], [-0.12, 0.11, 0.02], [0.10, -0.09, 0.09], [0.08, -0.03, 0.13], [-0.08, -0.09, -0.14], [-0.12, -0.18, -0.01], [-0.07, 0.08, 0.19], [-0.06, -0.11, -0.17], [-0.05, 0.11, 0.06], [0.00, -0.04, -0.02]], "total_energy_ev": -8862.48003, "e_lumo_ha": [0.0079, 0.0079], "e_homo_ev": [-8.120, -8.120], "relative_energy_kj_mol": 649.6, "molar_mass_g_mol": 99.13}


# 2
{"formula": "C5H9NO", "method": "ωB97M-V/def2-TZVPD", "elements": ["O", "N", "C", "C", "C", "C", "C", "H", "H", "H", "H", "H", "H", "H", "H", "H"], "positions_angstrom": [[1.8501, 0.8598, 0.0987], [-0.8103, -1.3303, -0.0391], [2.0431, -0.6177, 0.0189], [0.4979, -0.6716, 0.4587], [-1.6582, -0.1556, 0.0461], [0.4695, 0.6441, -0.2426], [-0.8115, 1.2735, 0.1277], [0.4405, 0.7102, -1.3463], [-1.0225, 1.8600, 1.1139], [-1.0610, 2.0370, -0.6259], [0.4695, -0.5610, 1.6081], [-0.7006, -1.6927, -0.9577], [-2.2984, -0.1201, 1.0309], [2.8117, -1.1853, 0.5850], [2.1393, -0.9712, -1.1295], [-2.3591, -0.0791, -0.7469]], "forces_ev_per_angstrom": [[1.63, -0.86, 0.41], [1.95, 0.69, 2.22], [-1.62, -1.01, -2.13], [-0.22, -1.12, -0.71], [-1.54, 2.06, 2.38], [0.72, 0.72, 0.79], [-1.49, 1.39, 1.12], [0.06, -1.22, 0.14], [0.91, -1.61, -1.30], [-0.47, -0.55, 0.01], [-0.15, 0.02, -1.91], [0.09, 0.04, -0.87], [1.24, -0.52, -1.75], [-0.35, 1.22, 0.07], [-0.14, 0.97, 2.38], [-0.62, -0.22, -0.83]], "total_energy_ev": -8864.55721, "e_lumo_ha": 0.0425, "e_homo_ev": -9.086, "relative_energy_kj_mol": 449.2, "molar_mass_g_mol": 99.13}


# 3
{"formula": "C5H9NO", "method": "ωB97M-V/def2-TZVPD", "elements": ["O", "N", "C", "C", "C", "C", "C", "H", "H", "H", "H", "H", "H", "H", "H", "H"], "positions_angstrom": [[-1.3931, 1.1617, 1.4344], [0.3420, -0.6887, -0.8527], [0.8898, 0.7137, 2.0306], [-0.1223, 0.5558, -0.3567], [0.2519, -0.8662, -2.2939], [-0.2486, 0.8622, 1.0804], [-0.8369, -0.7808, 0.0212], [-1.8205, -0.1885, 0.2425], [-0.7398, -0.5872, -2.6706], [1.6142, -0.0304, 1.6896], [0.5001, 0.4697, 3.0201], [-0.7554, 1.1445, -1.0311], [0.4460, -1.9151, -2.5316], [1.0116, -0.2520, -2.7896], [1.3891, 1.6864, 2.0703], [-0.5283, -1.2850, 0.9370]], "forces_ev_per_angstrom": [[0.82, 1.18, 0.56], [-0.48, 0.06, 0.04], [0.12, 0.01, 0.16], [0.00, 0.38, 0.10], [-0.14, 0.00, -0.18], [-0.08, 0.55, 0.47], [-0.49, -0.23, 0.46], [0.24, -2.12, -2.01], [0.11, 0.01, -0.09], [-0.09, 0.09, 0.00], [0.14, 0.03, -0.08], [0.06, -0.08, 0.27], [-0.09, 0.16, 0.04], [-0.11, -0.09, 0.17], [0.05, -0.10, 0.07], [-0.08, 0.15, 0.00]], "total_energy_ev": -8864.20947, "e_lumo_ha": 0.0383, "e_homo_ev": -8.974, "relative_energy_kj_mol": 482.7, "molar_mass_g_mol": 99.13}


# 4
{"formula": "C5H9NO", "method": "ωB97M-V/def2-TZVPD", "elements": ["O", "N", "C", "C", "C", "C", "C", "H", "H", "H", "H", "H", "H", "H", "H", "H"], "positions_angstrom": [[2.6152, -0.8839, -1.1779], [-0.5447, 0.0761, 0.0301], [1.7090, -0.4365, -0.5194], [1.2466, -0.0491, 1.4820], [0.3501, -0.1665, -1.0430], [-1.8573, -0.5058, 0.0533], [-0.2234, 1.1880, -0.7992], [1.8730, -0.8572, 1.7634], [0.0050, -0.7722, -1.8678], [0.4117, 1.9556, -0.3521], [0.3167, -0.0583, 2.1223], [-2.4478, 0.0045, 0.8185], [-0.9878, 1.5511, -1.4797], [-1.7965, -1.5727, 0.3045], [1.6889, 0.9301, 1.5797], [-2.3587, -0.4031, -0.9147]], "forces_ev_per_angstrom": [[-0.95, 0.90, 2.03], [-0.75, 0.11, -0.31], [-0.42, -0.47, 0.46], [0.95, -0.26, -0.34], [-0.52, -0.15, -0.35], [-0.27, -0.03, -0.19], [-0.18, 0.39, -0.08], [0.98, -0.29, 0.80], [0.02, 0.11, -0.35], [-0.15, -0.16, -0.08], [0.86, -0.28, -1.43], [-0.03, -0.10, -0.10], [0.09, -0.01, -0.15], [0.06, 0.27, -0.02], [0.53, 0.04, 0.16], [-0.23, -0.06, -0.04]], "total_energy_ev": -8863.95378, "e_lumo_ha": 0.0261, "e_homo_ev": -8.195, "relative_energy_kj_mol": 507.4, "molar_mass_g_mol": 99.13}


# 5
{"formula": "C5H9NO", "method": "ωB97M-V/def2-TZVPD", "elements": ["O", "N", "C", "C", "C", "C", "C", "H", "H", "H", "H", "H", "H", "H", "H", "H"], "positions_angstrom": [[-1.1393, 2.4547, 0.3095], [0.5119, 1.0761, 1.2891], [-0.6297, 1.4026, 0.6099], [-0.8840, -0.0576, 0.2315], [0.5038, -0.3426, 0.8830], [1.4946, -0.8623, -0.1505], [-1.1652, -0.1922, -1.2616], [0.4668, -0.9940, 1.7654], [2.2743, -1.4951, 0.2741], [-2.1214, 0.3134, -1.4273], [1.9406, -0.0469, -0.7249], [-1.6616, -0.5590, 0.8101], [0.9255, -1.4806, -0.8527], [-0.4301, 0.3212, -1.8932], [-1.2601, -1.2250, -1.6123], [1.1738, 1.6872, 1.7497]], "forces_ev_per_angstrom": [[0.09, -0.30, 0.35], [0.12, 0.21, -0.19], [-0.15, 0.30, -0.07], [-0.30, -0.01, -0.03], [-0.11, -0.26, -0.08], [0.10, 0.01, 0.00], [-0.05, -0.02, -0.03], [-0.09, -0.01, -0.29], [0.09, 0.22, 0.05], [0.08, -0.11, -0.10], [0.03, -0.08, 0.07], [-0.16, 0.32, -0.01], [0.28, -0.01, 0.07], [-0.04, -0.11, 0.25], [0.03, 0.10, 0.16], [0.07, -0.25, -0.15]], "total_energy_ev": -8868.26327, "smiles": "C[C@@H]1C(=O)N[C@@H]1C", "e_lumo_ha": 0.0352, "e_homo_ev": -9.671, "relative_energy_kj_mol": 91.6, "molar_mass_g_mol": 99.13}


# 6
{"formula": "C5H9NO", "method": "ωB97M-V/def2-TZVPD", "elements": ["O", "N", "C", "C", "C", "C", "C", "H", "H", "H", "H", "H", "H", "H", "H", "H"], "positions_angstrom": [[2.6182, -0.7872, 1.0149], [1.4797, -1.1297, 0.2972], [-0.7868, 1.2858, -0.3708], [0.8030, -0.1146, -0.0318], [-1.4400, -1.2174, 0.0293], [0.6996, 1.4176, 0.0619], [-0.5300, -0.2103, -0.6869], [-1.1314, 1.9186, -1.2061], [1.2694, 1.9772, -0.6917], [0.8760, 1.8417, 1.0494], [-2.4619, -1.0181, -0.2810], [-0.3205, -0.2776, -1.7713], [3.0356, -1.6371, 1.1936], [-1.1941, -2.2612, -0.1842], [-1.4034, -1.1398, 1.1399], [-1.4772, 1.3734, 0.4710]], "forces_ev_per_angstrom": [[0.61, 0.07, 0.19], [-0.19, 0.68, 0.17], [-0.08, -0.10, 0.15], [0.07, 0.29, -0.33], [-0.26, -0.07, -0.34], [0.23, 0.08, 0.20], [-0.12, -0.27, 0.05], [0.22, -0.28, 0.42], [0.20, -0.36, 0.29], [0.13, 0.06, -0.06], [-0.29, -0.22, 0.02], [-0.76, -0.69, 0.31], [-0.06, 0.08, -0.03], [0.03, 0.19, -0.20], [0.21, 0.37, -0.77], [0.05, 0.17, -0.08]], "total_energy_ev": -8865.99656, "smiles": "C[C@H]1CC/C1=N\\O", "e_lumo_ha": 0.0392, "e_homo_ev": -9.350, "relative_energy_kj_mol": 310.3, "molar_mass_g_mol": 99.13}


# 7
{"formula": "C5H9NO", "method": "ωB97M-V/def2-TZVPD", "elements": ["O", "N", "C", "C", "C", "C", "C", "H", "H", "H", "H", "H", "H", "H", "H", "H"], "positions_angstrom": [[2.1418, -0.4911, -0.0321], [-0.2365, -0.8622, -0.9530], [-0.1215, -0.2156, 1.1221], [2.2107, 0.8338, -0.5590], [0.8393, -0.9778, 0.1296], [-1.0274, -0.2279, -0.1369], [-2.5281, 0.0459, -0.2261], [-2.8429, 0.8091, 0.4139], [-0.4768, -0.6934, 2.0353], [0.1801, 0.9046, 1.2957], [1.0275, -2.0922, 0.3072], [1.1446, 1.2581, -0.7903], [-3.0343, -0.8723, -0.0134], [2.9001, 0.8265, -1.4642], [2.7173, 1.6602, 0.0953], [-2.8939, 0.0941, -1.2241]], "forces_ev_per_angstrom": [[-0.47, 0.99, -0.52], [0.20, 1.32, 0.73], [0.07, 2.27, -1.43], [0.05, 2.17, -0.58], [-0.38, -1.49, 0.59], [0.04, -1.65, 0.82], [1.88, -1.60, -1.02], [-0.53, 1.20, 0.78], [0.09, 0.06, -0.08], [-0.19, -2.18, 0.10], [-0.60, 1.53, 0.14], [2.08, -0.87, 0.01], [-0.18, -0.80, 1.15], [-1.30, -0.13, 0.78], [-0.90, -1.90, -0.34], [0.14, 1.06, -1.12]], "total_energy_ev": -8865.90506, "e_lumo_ha": 0.0331, "e_homo_ev": -9.426, "relative_energy_kj_mol": 319.1, "molar_mass_g_mol": 99.13}


# 8
{"formula": "C5H9NO", "method": "ωB97M-V/def2-TZVPD", "elements": ["O", "N", "C", "C", "C", "C", "C", "H", "H", "H", "H", "H", "H", "H", "H", "H"], "positions_angstrom": [[1.6677, 1.1115, 0.4157], [-1.4232, 1.1003, -0.3026], [1.1226, -1.1733, 0.1338], [-0.6390, 0.5840, 0.8211], [-0.2721, 0.6952, -1.2032], [0.5937, 0.2952, 0.0395], [-1.5919, -0.4457, 0.5209], [1.8332, -1.2677, -0.6865], [-2.2780, -0.6675, 1.3122], [0.4668, -2.0670, 0.0494], [1.6737, 1.9331, -0.0686], [1.6499, -1.2755, 1.0917], [-0.7491, 1.0613, 1.7916], [-1.6440, -1.2317, -0.2138], [-0.5092, -0.1624, -1.8424], [0.0937, 1.5122, -1.8482]], "forces_ev_per_angstrom": [[0.73, -0.02, -0.20], [-0.88, -1.78, 0.74], [0.38, 0.28, -0.15], [0.54, -0.55, 0.60], [0.08, -0.50, 0.05], [0.42, -1.00, 0.01], [-1.69, 1.26, -0.90], [0.35, -0.11, 0.13], [-1.16, 0.76, -0.02], [-0.15, 1.13, 0.00], [-0.13, 0.34, -0.24], [0.05, 0.09, -0.28], [0.48, -0.07, 0.01], [1.10, 0.08, -0.16], [0.06, 0.20, -0.06], [-0.18, -0.12, 0.48]], "total_energy_ev": -8864.88267, "smiles": "C[C@@]1(O)CN2C[C@H]21", "e_lumo_ha": 0.0343, "e_homo_ev": -9.175, "relative_energy_kj_mol": 417.8, "molar_mass_g_mol": 99.13}